Record 1
The following is a quantum chemistry calculation of C12H26Cl22Hg2O2 as an isolated structure at a distorted geometry, from the OMol25 dataset.

Element x y z (Å)
Cl: -0.060 1.572 -5.057
H: -0.788 -2.071 5.680
C: 3.491 -3.618 -2.700
H: -2.789 -4.102 3.665
Cl: 2.772 0.965 -2.556
Cl: -1.544 -2.801 2.011
H: 3.166 1.735 -0.371
Cl: 5.264 0.965 -1.025
C: -3.921 0.634 -2.662
H: -1.987 -5.035 2.320
H: 0.119 -3.825 -3.525
H: 3.949 -2.324 3.468
Cl: -2.040 -1.174 7.503
H: 3.488 -4.409 -3.450
H: 2.983 5.169 3.778
H: 0.865 -0.739 0.793
Cl: -1.700 -3.385 -5.139
H: -0.468 3.310 1.764
Hg: -0.670 2.140 -2.335
C: -1.377 3.852 1.506
C: 0.604 0.314 0.683
O: -0.073 0.503 -0.532
H: 1.423 4.343 3.384
H: 1.481 0.944 0.836
Cl: 3.745 -1.113 1.363
Cl: -0.229 -1.519 -3.559
C: -4.885 0.458 1.943
Cl: 1.505 6.414 2.386
Cl: -0.534 -4.494 4.160
H: -0.109 0.358 1.506
H: 4.387 -3.762 -2.096
Cl: 3.523 -2.001 -3.465
Cl: -2.617 3.351 2.743
H: 0.529 -3.257 -5.147
Cl: 2.040 -0.060 -6.405
H: -4.565 1.434 2.308
H: 4.964 -0.898 3.225
H: 0.674 1.697 -7.377
Cl: -2.319 -3.644 -1.484
O: -2.585 0.616 -2.265
Cl: -1.981 3.596 -0.119
C: -0.181 -3.150 -4.327
H: -4.604 0.192 -1.936
Cl: 2.903 -0.391 4.161
Cl: 2.105 -3.726 -1.699
Cl: 3.083 3.916 1.902
C: 1.114 1.497 -6.400
H: -1.138 4.909 1.624
H: 3.863 2.757 -1.642
Cl: -6.323 0.641 0.987
H: -4.055 0.106 -3.606
H: -2.487 -2.549 5.623
H: 1.925 2.215 -6.279
Cl: -2.119 -0.375 4.555
C: -1.811 -1.709 5.779
C: 3.968 -1.310 3.069
C: 3.745 1.731 -1.294
Cl: 0.730 4.297 -2.376
Hg: -1.707 -1.218 -0.880
C: -1.903 -4.223 3.042
H: -4.360 1.608 -2.875
C: 2.231 4.974 3.013
Cl: -3.507 -0.149 1.035
H: -5.203 -0.182 2.767

Output
* highest occupied orbital energy: -0.3372 hartree
* charge: 0
* 2S+1: 1
* orbital gap: 0.2741 Ha

Löwdin atomic charge list, values in e, 2 entries:
1 Cl 0.47
2 H -0.01



Record 2
The following is a quantum chemistry calculation of C12H26Cl2Cu3NO8P as an isolated structure at a distorted geometry, from the OMol25 dataset.

Element x y z (Å)
H: -1.137 -0.729 -1.199
H: -1.765 -2.920 -0.225
H: -6.165 -3.090 2.564
H: -6.483 -0.666 3.502
H: 3.293 1.763 -2.045
H: 6.873 2.703 -2.710
H: 1.284 1.112 -4.576
H: -5.886 -3.043 4.304
O: 4.739 5.267 -1.644
C: -2.007 -0.768 -0.542
P: -3.672 -3.480 1.669
N: 4.872 3.105 -2.346
O: -2.195 -4.001 1.941
H: 4.926 1.058 -2.191
H: -2.761 -0.085 -0.937
H: 5.955 2.848 -4.141
H: 3.376 3.837 -1.166
H: -0.859 -2.584 2.436
Cl: -0.268 3.669 -2.407
C: -5.520 -2.684 3.346
C: -5.528 -1.161 3.334
H: -4.936 -0.935 4.228
Cu: 1.490 0.625 3.203
C: 6.075 3.304 -3.158
H: 0.502 -4.589 2.031
H: -5.035 -0.696 2.482
Cu: 0.224 3.620 1.339
O: 2.191 2.786 0.449
H: 0.559 -3.920 3.747
H: -0.360 -5.440 3.341
C: 0.930 2.104 -4.303
C: 0.007 -4.478 2.992
C: 4.242 1.822 -2.576
H: 1.789 2.752 -4.156
C: -1.206 -3.546 2.841
O: -4.491 -4.434 0.890
H: 4.131 1.586 -3.635
O: -4.173 -3.149 3.142
O: -3.439 -2.077 0.828
C: 4.321 4.125 -1.648
C: 1.847 1.563 0.695
C: 0.149 2.031 -2.971
H: -0.712 1.368 -2.977
H: -3.208 -2.505 -1.104
Cl: -0.154 2.653 -5.594
H: 6.353 4.352 -3.151
H: -1.671 -0.271 0.371
C: -2.549 -2.167 -0.300
Cu: 3.630 2.910 2.201
O: 0.587 1.310 0.791
H: 0.796 1.609 -2.200
H: -1.634 -3.318 3.820
O: 2.672 0.856 1.417

Output
* highest occupied orbital energy: -0.4216 hartree
* charge: +1
* 2S+1: 1
* orbital gap: 0.1817 Ha

Löwdin atomic charge list, values in e, 2 entries:
1 H 0.07
2 H 0.11



Record 3
The following is a quantum chemistry calculation of C12H26Cl3N7OSSiTa as an isolated structure at a distorted geometry, from the OMol25 dataset.

Element x y z (Å)
H: 0.315 -0.690 2.712
N: -0.311 2.032 -0.912
N: 2.712 0.376 1.910
H: -1.098 1.454 -1.244
O: -2.516 0.170 -0.950
C: 1.727 2.391 2.629
C: -1.625 -0.754 -3.203
N: -0.229 -0.297 0.726
N: -4.589 -0.684 -1.314
H: 1.750 0.544 3.785
C: -0.930 3.008 0.080
H: 0.005 2.562 -1.717
H: 2.460 3.010 2.091
H: 0.898 3.921 0.819
H: -5.201 -1.210 -1.931
H: 3.672 0.593 1.620
Si: 1.086 -0.185 -2.783
H: -1.106 -0.058 0.220
H: 3.276 1.354 3.734
C: 0.555 -3.924 -2.419
N: -0.459 -0.524 -3.340
H: -0.306 1.549 3.528
Ta: 1.428 0.670 -0.224
H: 1.528 -3.816 -2.905
H: 0.374 -4.968 -2.182
H: -0.240 -3.538 -3.048
H: 1.290 2.992 3.424
H: 2.787 -0.619 2.131
H: -1.385 1.795 2.211
H: -4.950 -0.314 -0.442
N: -4.680 -2.069 -4.507
Cl: 2.729 2.449 -0.723
C: 2.392 1.143 3.149
H: 2.727 -3.868 -0.419
C: 0.076 3.316 1.177
N: 0.647 2.026 1.662
H: 1.399 -4.892 0.211
H: -0.173 -1.297 0.485
H: -1.249 3.910 -0.436
H: -0.387 3.843 2.004
H: 1.849 -3.402 1.058
Cl: 3.165 -0.823 -0.632
Cl: 2.512 -0.417 -4.167
C: 1.758 -3.871 0.075
H: -1.832 2.531 0.452
S: 0.544 -2.966 -0.897
C: -2.914 -0.963 -3.004
C: -3.339 -0.464 -1.667
C: -3.824 -1.591 -3.915
H: -1.411 -0.615 2.450
C: -0.468 -0.154 2.176
C: -0.437 1.336 2.462

Output
* highest occupied orbital energy: -0.6500 hartree
* charge: +3
* 2S+1: 1
* orbital gap: 0.2191 Ha
* energy relative to the best compared isomer or geometry (same formula, charge and spin): 0.0 kJ/mol

Löwdin atomic charge list, values in e, 2 entries:
1 H 0.12
2 N -0.11



Record 4
The following is a quantum chemistry calculation of C12H26CrNO5P2S as an isolated structure at a distorted geometry, from the OMol25 dataset.

Element x y z (Å)
H: 2.049 0.210 -4.107
H: 1.004 2.427 -3.261
H: 3.834 1.324 -2.220
C: 1.509 -0.341 -3.320
N: -1.194 1.209 -1.140
O: 3.456 -0.083 1.979
H: -2.122 1.889 1.988
H: -2.855 -1.023 -0.889
C: -2.997 -0.119 -0.241
S: 2.023 -0.218 1.978
C: -2.418 -1.968 1.904
C: -2.538 1.081 -1.026
C: -0.702 2.152 -1.975
H: -1.600 0.771 3.250
Cr: 0.129 -0.236 -0.061
H: -1.851 -2.975 -2.552
C: -2.919 2.926 -2.520
H: 3.724 -0.009 -0.993
O: 1.251 0.977 1.435
H: -0.320 -2.813 -2.291
H: 1.219 0.559 4.109
C: -2.304 0.894 2.415
H: -3.337 -1.901 2.501
H: 1.923 -1.348 -3.147
O: -1.235 -2.580 -1.931
H: 1.265 2.966 -1.569
P: -1.932 -0.393 1.193
H: 1.572 -2.880 -1.532
H: -2.531 -2.698 1.094
H: 2.275 -0.881 4.226
H: -3.340 0.827 2.784
C: -3.426 1.907 -1.708
H: 3.313 1.647 -0.506
H: 1.874 -3.850 -2.735
O: 1.315 -3.122 -2.449
C: -1.532 3.043 -2.662
H: 0.573 -1.071 3.682
C: 3.282 0.936 -1.347
C: 1.452 -0.420 3.675
H: -1.070 3.772 -3.334
P: 1.561 0.605 -1.786
C: 0.804 2.193 -2.205
H: -3.590 3.602 -3.053
O: 1.482 -1.402 1.183
H: -4.037 -0.034 0.064
H: -1.580 -2.288 2.537
H: -4.502 1.709 -1.610
H: 0.452 -0.477 -3.595

Output
* highest occupied orbital energy (spin up / spin down): -0.5852 / -0.5924 hartree
* charge: +2
* 2S+1: 4
* ⟨S²⟩: 3.83
* orbital gap (spin up / spin down): 0.2621 / 0.3279 Ha
* energy relative to the best compared isomer or geometry (same formula, charge and spin): 0.0 kJ/mol

Löwdin atomic charge list, values in e, 2 entries:
1 H 0.08
2 H 0.12